Record 1
77
Properties=species:S:1:pos:R:3:forces:R:3:lowdin_charge:R:1 method="wB97M-V/def2-TZVPD" lumo_ev="-10.64 / -13.60" gap_ha="0.2624 / 0.1813" charge=+4 de_lowest_kcal_mol=2.0 spin_multiplicity=5 energy_ha=-4358.1546 e_homo_ev="-17.8 / -18.5"
Pd -1.327 -0.932 1.777 0.137 0.014 0.151 0.541
Ge -0.836 1.228 2.941 -0.065 -0.067 -0.066 0.983
C -2.562 1.558 3.863 0.118 0.026 -0.175 -0.301
C -3.439 2.584 3.389 -0.038 -0.008 0.047 -0.064
C -4.440 3.052 4.192 0.034 -0.007 -0.081 0.013
C -4.638 2.461 5.460 -0.018 -0.026 0.078 0.090
C -3.811 1.400 5.918 0.021 -0.010 0.015 0.011
C -2.810 0.933 5.118 -0.062 0.037 0.075 -0.077
C -0.481 2.307 1.396 -0.059 0.003 0.194 -0.384
C -1.432 2.504 0.390 -0.025 0.117 0.022 -0.164
C -1.144 3.342 -0.677 0.000 -0.012 0.017 -0.061
C 0.092 3.981 -0.743 -0.010 -0.014 -0.044 -0.039
C 1.043 3.778 0.248 0.037 -0.034 0.011 -0.037
C 0.761 2.940 1.319 -0.016 0.013 -0.076 -0.097
H 0.238 1.169 4.017 0.012 -0.009 -0.027 0.009
H -3.271 3.032 2.418 0.010 0.001 0.006 0.110
H -5.077 3.865 3.869 -0.009 0.006 0.027 0.141
H -5.443 2.813 6.095 -0.008 0.007 -0.015 0.147
H -3.974 0.988 6.906 -0.014 0.003 -0.003 0.139
H -2.158 0.143 5.472 0.003 -0.009 -0.022 0.119
H -2.400 2.014 0.426 0.004 -0.005 0.008 0.069
H -1.886 3.514 -1.445 -0.002 0.016 -0.001 0.123
H 0.307 4.650 -1.566 0.012 0.010 -0.002 0.128
H 1.998 4.284 0.198 -0.004 0.011 -0.014 0.126
H 1.506 2.801 2.094 -0.005 0.005 0.009 0.107
N 7.010 -3.656 6.431 -0.011 0.005 -0.006 0.285
C 6.054 -3.310 5.886 -0.003 0.001 -0.003 -0.103
C 4.883 -2.887 5.212 0.020 -0.014 0.015 -0.123
C 4.873 -1.625 4.563 0.006 0.004 0.000 0.041
C 3.750 -1.216 3.913 -0.008 -0.015 0.009 0.032
C 2.592 -2.054 3.892 -0.054 -0.021 0.007 -0.178
C 2.619 -3.324 4.548 0.018 0.008 0.000 0.037
C 3.744 -3.732 5.197 -0.006 0.001 0.000 0.043
C 1.432 -1.632 3.249 0.033 0.055 -0.024 -0.064
C 0.405 -1.261 2.680 0.001 -0.046 0.022 -0.137
H 5.761 -1.007 4.596 0.002 -0.004 0.002 0.147
H 3.718 -0.260 3.410 0.000 0.001 0.001 0.133
H 1.738 -3.949 4.524 -0.004 0.003 -0.005 0.137
H 3.787 -4.687 5.703 0.007 0.001 0.001 0.148
C 0.906 -1.681 -9.581 -0.005 -0.006 -0.013 0.004
C 1.335 -1.311 -8.217 0.000 0.009 0.009 -0.167
C 0.458 -0.625 -7.330 0.018 -0.012 -0.014 0.030
C 0.863 -0.238 -6.089 0.004 0.006 0.019 0.035
C 2.196 -0.514 -5.671 -0.017 0.012 0.003 -0.192
N 2.672 -0.109 -4.469 0.001 0.001 -0.040 0.183
C 2.079 0.954 -3.687 -0.080 -0.050 0.116 -0.458
O 2.513 2.061 -3.765 0.021 0.048 -0.034 0.188
N 1.007 0.642 -2.870 0.073 0.040 -0.062 0.163
C 0.693 -0.519 -2.140 0.004 -0.126 -0.008 -0.171
C 0.988 -1.825 -2.521 -0.017 0.034 -0.048 0.034
C 0.608 -2.867 -1.691 -0.023 -0.015 0.025 -0.007
C -0.056 -2.600 -0.509 0.013 0.009 -0.035 -0.109
N -0.354 -1.346 -0.154 0.067 0.086 0.014 -0.046
C 0.011 -0.332 -0.938 0.017 0.020 -0.030 -0.040
C 3.079 -1.223 -6.542 0.018 0.000 0.015 0.045
C 2.655 -1.604 -7.773 -0.013 -0.007 -0.022 0.031
H -0.173 -1.637 -9.707 -0.001 -0.003 0.001 0.100
H 1.278 -2.668 -9.860 0.001 -0.001 0.006 0.113
H 1.356 -0.978 -10.295 0.002 0.005 0.008 0.131
H -0.545 -0.397 -7.666 0.000 -0.002 -0.003 0.139
H 0.192 0.305 -5.437 0.005 0.000 0.005 0.126
H 3.684 -0.113 -4.382 -0.003 -0.005 0.015 0.178
H 0.684 1.499 -2.435 -0.043 0.016 0.019 0.142
H 1.502 -2.040 -3.444 -0.004 -0.004 0.000 0.114
H 0.825 -3.890 -1.963 0.004 0.002 0.003 0.131
H -0.353 -3.393 0.164 0.006 -0.007 0.002 0.120
H -0.248 0.666 -0.600 0.075 -0.098 -0.055 0.093
H 4.091 -1.433 -6.215 -0.001 0.002 -0.003 0.139
H 3.328 -2.127 -8.441 -0.001 0.001 0.000 0.145
N -4.447 -2.625 2.711 0.042 -0.043 -0.006 0.160
C -4.488 -1.855 1.640 -0.052 0.056 -0.017 -0.782
N -5.253 -2.165 0.614 -0.065 0.012 0.039 0.163
S -3.585 -0.348 1.556 -0.125 -0.026 -0.051 0.695
H -5.023 -3.451 2.802 0.008 -0.007 -0.006 0.149
H -3.888 -2.359 3.504 -0.018 0.018 0.008 0.112
H -5.874 -2.964 0.625 0.004 -0.002 -0.002 0.151
H -5.327 -1.536 -0.171 0.025 -0.007 -0.005 0.125



Record 2
80
Properties=species:S:1:pos:R:3:forces:R:3:lowdin_charge:R:1 method="wB97M-V/def2-TZVPD" lumo_ev="-2.58 / -4.74" gap_ha="0.2748 / 0.2452" charge=+1 de_lowest_kcal_mol=15.8 spin_multiplicity=5 energy_ha=-3498.7478 e_homo_ev="-10.1 / -11.4"
Rh -1.291 1.954 -2.894 0.152 -0.212 0.392 0.852
O -1.637 4.825 -5.766 -0.043 0.067 -0.088 0.137
C -1.426 4.126 -4.813 0.088 -0.214 0.099 -0.424
N -1.813 2.812 -4.608 -0.140 0.022 -0.178 -0.029
C -2.541 2.052 -5.507 0.140 0.049 0.221 -0.424
O -2.929 2.354 -6.602 -0.053 0.052 -0.100 0.137
C -2.830 0.671 -4.935 0.077 0.100 0.019 -0.164
C -3.588 -0.228 -5.653 -0.043 -0.061 -0.036 0.027
C -3.849 -1.474 -5.103 -0.019 0.016 -0.035 -0.012
C -3.340 -1.777 -3.850 -0.014 -0.058 -0.026 -0.020
C -2.585 -0.827 -3.190 0.062 0.055 0.049 -0.116
N -2.331 0.374 -3.719 -0.108 -0.084 -0.060 -0.052
C -0.644 4.645 -3.616 -0.098 -0.179 -0.025 -0.165
C -0.170 5.935 -3.608 0.020 0.091 -0.014 0.023
C 0.523 6.385 -2.493 -0.003 0.042 -0.010 -0.017
C 0.711 5.524 -1.428 0.050 0.053 0.024 -0.019
C 0.211 4.236 -1.502 -0.065 0.016 -0.036 -0.132
N -0.451 3.803 -2.578 0.042 0.176 -0.016 -0.049
H -3.953 0.080 -6.624 -0.001 -0.022 0.015 0.132
H -4.446 -2.199 -5.642 0.015 0.017 -0.003 0.122
H -3.518 -2.737 -3.382 0.012 0.023 0.000 0.099
H -2.167 -1.019 -2.210 0.003 0.004 -0.004 0.038
H -0.362 6.553 -4.474 0.008 0.003 0.006 0.131
H 0.904 7.397 -2.457 0.003 -0.011 -0.006 0.121
H 1.240 5.829 -0.536 -0.018 -0.009 -0.010 0.119
H 0.350 3.538 -0.693 -0.044 0.011 0.059 0.012
S 1.365 -3.089 -1.519 0.081 0.018 0.003 0.300
P -0.424 -2.921 -0.760 0.000 0.104 0.082 0.553
S -0.719 0.918 -0.926 -0.223 0.111 -0.192 0.270
C -0.506 -2.957 1.051 -0.004 0.021 0.044 -0.433
C -0.901 -1.815 1.746 -0.003 -0.075 0.007 -0.119
C -0.929 -1.826 3.137 -0.020 0.010 -0.048 -0.083
C -0.560 -2.970 3.828 0.015 -0.032 0.006 -0.072
C -0.167 -4.112 3.137 0.002 0.024 -0.002 -0.067
C -0.143 -4.110 1.751 -0.007 0.024 0.006 -0.091
C -1.644 -4.080 -1.391 -0.053 -0.037 -0.030 -0.428
C -2.885 -4.173 -0.754 0.001 -0.019 -0.025 -0.096
C -3.873 -4.986 -1.287 0.006 0.012 0.012 -0.076
C -3.632 -5.702 -2.453 0.009 -0.002 -0.005 -0.074
C -2.400 -5.607 -3.090 -0.001 0.028 0.015 -0.073
C -1.407 -4.792 -2.566 -0.026 -0.007 -0.003 -0.109
H -1.183 -0.923 1.199 -0.002 -0.009 0.029 0.047
H -1.247 -0.943 3.677 0.006 -0.011 -0.016 0.110
H -0.584 -2.978 4.911 -0.002 -0.004 -0.022 0.110
H 0.116 -5.005 3.680 -0.014 0.021 -0.017 0.112
H 0.160 -5.000 1.211 0.003 0.013 0.002 0.116
H -3.072 -3.619 0.159 -0.002 -0.014 -0.009 0.108
H -4.831 -5.067 -0.788 0.019 0.003 -0.010 0.110
H -4.403 -6.343 -2.862 0.008 0.010 0.004 0.110
H -2.210 -6.172 -3.993 -0.002 0.011 0.019 0.111
H -0.444 -4.714 -3.055 -0.011 -0.001 0.005 0.079
C 4.122 -2.188 3.814 0.012 0.001 -0.036 -0.092
C 3.965 -1.365 2.540 0.046 -0.015 0.046 -0.232
C 2.543 -1.476 2.003 0.000 0.007 -0.142 -0.189
N 2.306 -0.686 0.793 -0.156 -0.005 0.237 0.032
C 2.047 0.610 0.729 0.323 0.055 0.010 -0.738
S 1.809 1.338 -0.792 0.118 -0.061 0.154 0.634
N 2.087 1.297 1.917 -0.087 -0.081 -0.133 0.132
C 1.591 2.581 2.222 0.311 -0.336 0.477 -0.389
O 0.852 3.190 1.506 -0.344 0.305 -0.467 0.085
C 2.021 3.066 3.569 0.022 -0.025 -0.159 -0.146
C 3.241 2.707 4.137 0.022 -0.030 0.001 -0.033
C 3.601 3.211 5.377 0.006 -0.017 -0.020 -0.063
C 2.740 4.066 6.051 0.004 0.010 0.012 -0.061
C 1.526 4.428 5.483 -0.010 -0.003 -0.012 -0.056
C 1.170 3.936 4.238 -0.049 0.056 0.042 -0.011
H 5.142 -2.135 4.191 -0.023 -0.005 -0.004 0.078
H 3.888 -3.239 3.630 0.009 0.037 0.010 0.080
H 3.454 -1.831 4.602 0.015 -0.006 -0.025 0.078
H 4.654 -1.713 1.768 0.018 -0.005 0.019 0.121
H 4.234 -0.322 2.733 -0.020 -0.008 0.001 0.094
H 1.800 -1.208 2.759 0.009 0.010 0.023 0.114
H 2.346 -2.514 1.730 -0.072 0.055 0.000 0.120
H 2.250 -1.190 -0.085 0.024 -0.040 -0.132 0.025
H 2.460 0.805 2.714 0.012 -0.063 -0.021 0.107
H 3.935 2.069 3.600 0.001 0.022 0.025 0.108
H 4.556 2.945 5.811 -0.012 0.008 -0.001 0.111
H 3.022 4.459 7.019 -0.009 -0.011 -0.008 0.112
H 0.858 5.096 6.010 0.007 -0.001 0.000 0.112
H 0.233 4.217 3.773 0.019 -0.001 0.013 0.122